ORCA calculation (ωB97M-V/def2-TZVPD) on 6 unconnected molecules or ions with the total composition C39H90BF7N5O8 in a non-equilibrium geometry.

DFT total energy	-85418.3909	eV
net charge	-1
HOMO level	-0.1782	Eh
max |F|	5.95	eV/A

The geometry in XYZ format:
```
150
Properties=species:S:1:pos:R:3:forces:R:3:mulliken_charge:R:1
C -10.4504 -0.0756 0.2732 -0.2110 -0.0207 -0.6022 -0.839
C -8.8621 0.3701 0.1815 -0.3989 -0.5375 -0.4451 -0.185
C -8.1443 -0.6729 -0.8970 0.4725 1.3057 -0.7050 -0.763
C -6.5143 -0.4311 -0.9948 -0.1183 -0.2008 0.8241 -0.454
C -5.6345 -1.6661 -0.2926 -0.7412 1.4147 -0.7217 0.117
C -4.0850 -1.4412 -0.7557 -1.7084 1.5942 -0.4506 -0.655
B -2.9320 -2.0790 0.2074 0.8216 -0.6920 -1.2174 0.921
C -2.6064 -3.6028 -0.3919 -0.0623 -0.8871 -0.3448 -0.553
C -1.9318 -3.6035 -1.8836 -0.5626 -1.5416 -0.3909 -0.355
C -1.5461 -5.1919 -2.2149 0.5669 0.5187 -0.0529 0.221
C 0.0048 -5.3879 -2.7223 -0.7206 -1.2636 0.0576 -0.591
C 0.1133 -6.9692 -3.2478 0.5332 0.9175 0.0862 -0.153
C 0.5623 -8.0104 -2.0596 0.0619 -0.7897 -0.4102 -0.702
C -0.6816 -8.8894 -1.4284 0.0438 -0.2687 0.7327 0.101
C -1.0124 -8.4678 0.1521 0.0803 -0.6982 -0.5694 -0.580
O -2.4088 -8.8786 0.5170 1.0683 2.2955 -0.4410 -0.431
C -3.2847 -7.6904 0.4213 -0.5127 -0.0610 0.2294 -0.406
C -1.5955 -1.0759 0.0542 -0.1868 1.1057 -0.9836 -0.865
O -0.3163 -1.7781 0.2329 -4.0133 -2.4597 -2.7200 -0.241
O 0.5202 -1.0669 0.9636 4.5239 2.0465 3.2738 -0.317
C -3.2797 -2.2336 1.7940 0.9702 -1.6526 1.0438 0.762
F -4.3492 -3.2573 2.1002 2.2221 2.7194 -0.1374 -0.412
F -2.0419 -2.8322 2.4288 -3.2069 1.3833 -0.8657 -0.387
C -3.5564 -0.8587 2.6274 1.2091 0.9798 1.6529 0.650
F -2.2629 -0.4857 3.3145 -3.9707 -0.6942 -1.9226 -0.282
F -3.9522 0.3228 1.8415 0.9878 -3.7076 2.3073 -0.266
C -4.6460 -1.0440 3.8833 -0.3643 1.4033 1.2777 0.491
F -4.6280 0.2724 4.6217 -0.3530 -4.3080 -1.9535 -0.284
F -4.1894 -2.0939 4.8331 -2.0524 3.6195 -3.3273 -0.238
F -6.0409 -1.2328 3.4225 4.7142 0.3118 1.8580 -0.216
H -11.1324 0.6721 -0.3583 1.4667 -1.6157 1.4269 0.208
H -10.8701 -0.1258 1.3649 0.8510 0.1194 -2.0793 0.267
H -10.5627 -1.1475 -0.2383 0.1464 2.3188 1.2673 0.263
H -8.7981 1.4789 -0.2428 0.0161 -2.4141 0.9310 0.259
H -8.3373 0.3514 1.2457 -1.0678 -0.1063 -2.3178 0.151
H -8.5823 -0.3914 -1.9713 0.6453 -0.7685 2.3181 0.199
H -8.3920 -1.7970 -0.6782 0.4203 2.2005 -0.2246 0.384
H -6.2714 0.5375 -0.3568 -0.3757 -1.8646 -1.4395 0.173
H -6.1591 -0.2286 -2.1091 -0.7619 -0.5816 2.3462 0.250
H -5.8258 -1.5548 0.8651 0.5556 -0.3520 -2.2681 -0.225
H -6.0914 -2.6900 -0.6302 1.0029 1.7984 0.5975 0.265
H -3.9062 -0.2606 -0.7683 -0.6155 -2.1902 -0.0816 0.054
H -4.0217 -1.7627 -1.8984 -0.0002 0.5440 2.3914 0.028
H -3.6532 -4.1738 -0.4375 2.1404 0.8865 -0.1329 0.004
H -1.9190 -4.2444 0.3029 -1.0835 1.1228 -1.2255 0.269
H -0.9815 -2.9335 -2.0081 -1.7609 -1.2506 0.5522 0.163
H -2.7014 -3.2891 -2.7278 1.5194 -0.4235 1.8463 0.029
H -1.7012 -5.8212 -1.2293 0.3606 1.2083 -2.0187 -0.380
H -2.2569 -5.6504 -3.0368 1.3420 0.9624 1.5542 0.252
H 0.7517 -5.2840 -1.8070 -1.5148 0.1275 -2.0131 0.152
H 0.2898 -4.6444 -3.6113 -0.6737 -1.5596 2.0746 0.295
H 0.9005 -6.9503 -4.1368 -1.5811 -0.4284 1.8747 0.356
H -0.9312 -7.3055 -3.6615 2.0702 0.6029 0.6505 -0.050
H 1.3048 -8.7867 -2.5476 -1.3781 1.5471 1.0408 0.284
H 1.1468 -7.4922 -1.1710 -1.2053 -0.8380 -1.9032 0.326
H -1.6728 -8.8279 -2.0678 2.0580 0.1044 1.2638 -0.150
H -0.3661 -10.0278 -1.4040 -0.7037 2.2563 -0.0933 0.311
H -0.3033 -9.0869 0.8681 -1.3945 1.3982 -1.4566 0.285
H -0.8484 -7.3114 0.3083 -0.3814 -2.2729 -0.2405 0.281
H -2.8373 -6.8292 1.0849 -0.9158 -1.4382 -1.5566 0.223
H -4.3469 -7.9528 0.8593 2.2136 0.2826 -0.8898 0.283
H -3.4146 -7.4035 -0.7075 0.3054 -0.1805 2.1654 0.147
H -1.6682 -0.1133 0.7153 0.5489 -1.7317 -1.0952 0.210
H -1.6314 -0.7166 -1.0836 0.2744 -0.4352 2.2132 0.096
H 1.2307 -1.7218 1.2634 -1.5966 1.1786 -0.5634 0.253
C 1.2295 1.1899 3.6104 -0.3459 -0.1301 0.0548 -1.300
C 2.6015 0.7956 4.1504 0.0355 0.4098 -0.3352 0.222
C 3.4490 1.9961 4.6331 0.0504 -0.2505 -0.0476 -0.333
O 4.0266 2.7740 3.5797 -0.2506 0.0658 0.3538 -0.417
C 3.1344 3.6995 2.9778 0.3119 -0.1730 -0.2775 -0.118
N 3.3103 0.0157 3.1248 0.3757 0.0964 0.0976 -0.625
H 1.2737 1.6110 2.6013 0.0687 -0.1128 0.1471 0.204
H 0.5757 0.3113 3.5583 0.1642 0.1703 -0.0959 0.298
H 0.7457 1.9234 4.2646 0.0635 -0.0415 -0.0393 0.349
H 2.4318 0.1465 5.0181 0.1512 0.0832 -0.0258 0.421
H 4.2963 1.6019 5.2061 -0.0143 0.1082 -0.1149 0.281
H 2.8835 2.6372 5.3201 -0.0044 -0.0387 -0.1419 0.181
H 2.4263 4.1198 3.6980 -0.0495 -0.1006 0.0133 0.258
H 2.6037 3.2207 2.1522 -0.2127 0.1759 0.0697 0.243
H 3.7255 4.5168 2.5551 0.0357 -0.0835 0.0938 -0.222
H 4.1812 -0.3347 3.5249 -0.1776 -0.0412 -0.0473 0.272
H 3.6227 0.6731 2.4051 -0.2179 -0.2093 0.1173 0.296
C 3.4427 7.7287 0.9707 -0.1960 0.0588 0.2959 -1.370
C 4.5079 6.7887 0.4128 -0.0963 0.2856 -0.4026 0.729
C 5.7619 7.5178 -0.1242 -0.0184 -0.2632 -0.2080 -0.990
O 5.5789 8.1524 -1.3939 0.1782 -0.0228 0.6273 -0.352
C 4.9254 9.4110 -1.3311 0.0167 -0.0266 -0.4127 -0.351
N 3.8977 5.9380 -0.6200 0.3838 0.0726 -0.1395 -0.676
H 2.8623 8.2274 0.1883 0.1636 -0.1166 0.0467 0.306
H 2.7285 7.1696 1.5866 0.1344 0.0434 -0.1636 0.307
H 3.8928 8.5002 1.6049 -0.0395 -0.0577 -0.0736 0.353
H 4.8337 6.1448 1.2387 0.0970 0.0289 -0.1478 0.164
H 6.5464 6.7683 -0.2805 -0.1140 0.0695 -0.1129 0.378
H 6.1577 8.2304 0.6094 -0.1299 0.1258 0.0037 0.389
H 5.1887 9.9692 -0.4280 -0.0542 -0.1039 0.0938 0.347
H 3.8442 9.2718 -1.3951 -0.0359 0.2061 0.1383 0.190
H 5.2308 9.9970 -2.2026 -0.0059 -0.1896 0.0927 -0.035
H 4.5827 5.2420 -0.9162 -0.2022 -0.0002 0.1230 0.315
H 3.7673 6.5180 -1.4533 -0.0788 -0.1350 0.2668 0.264
C 5.1605 4.2184 7.7648 0.2257 0.1300 -0.2693 -1.448
C 3.6825 4.2116 8.1454 0.1934 -0.3117 0.3400 0.367
C 3.4127 4.6570 9.6019 -0.2527 -0.2013 -0.0626 -0.789
O 3.7279 3.6707 10.5900 0.1097 0.5753 -0.2395 -0.382
C 5.1071 3.5871 10.9153 -0.2220 -0.3584 0.1032 -0.632
N 3.1294 2.8748 7.8814 -0.1973 0.1176 0.4446 -0.501
H 5.7080 3.3604 8.1669 -0.1714 0.1020 0.0042 0.303
H 5.2715 4.1819 6.6747 -0.0791 -0.0510 0.1884 0.307
H 5.6526 5.1317 8.1166 -0.0383 -0.0920 -0.0133 0.374
H 3.1769 4.9280 7.4865 -0.0627 -0.0516 0.1379 0.350
H 2.3371 4.8422 9.7041 0.1035 -0.1487 0.0521 0.354
H 3.9123 5.6059 9.8314 0.1740 -0.0473 -0.0046 0.438
H 5.6002 4.5630 10.8813 -0.0159 -0.0103 -0.0975 0.291
H 5.6045 2.8820 10.2459 0.2153 0.1467 0.0003 0.217
H 5.1941 3.1896 11.9304 -0.1280 0.0856 -0.0817 0.256
H 2.1212 2.9021 8.0369 0.1308 -0.0291 -0.1505 0.260
H 3.4707 2.2536 8.6198 -0.0205 0.1344 -0.2598 0.261
C 4.4374 10.9471 -7.6754 0.0866 0.0072 -0.3502 -1.373
C 4.4373 11.7993 -6.4091 -0.2016 -0.4141 0.1598 0.350
C 5.1972 11.1555 -5.2256 -0.2350 0.1035 0.1490 -0.768
O 4.4905 10.0936 -4.5765 0.5042 0.3394 -0.3772 -0.274
C 4.5635 8.8450 -5.2480 -0.3361 -0.1015 0.2525 -0.660
N 3.0471 12.1138 -6.0475 0.1509 -0.0239 0.3539 -0.756
H 3.7304 10.1132 -7.6278 0.1046 0.1526 0.1036 0.282
H 4.1516 11.5553 -8.5417 0.0052 -0.0807 0.2066 0.342
H 5.4340 10.5378 -7.8734 -0.1072 0.0210 0.0296 0.340
H 4.9489 12.7384 -6.6529 -0.0223 -0.0578 0.1545 0.402
H 5.3404 11.9253 -4.4584 -0.1186 -0.1134 0.0002 0.325
H 6.1999 10.8260 -5.5231 -0.0450 -0.1290 -0.1082 0.445
H 5.5300 8.6943 -5.7375 -0.0394 0.0731 -0.0365 0.331
H 3.7497 8.7644 -5.9718 0.1492 -0.1160 -0.1559 0.252
H 4.4216 8.0519 -4.5085 0.0842 0.1743 0.0234 0.167
H 3.0535 12.7680 -5.2643 -0.0441 -0.0250 -0.2078 0.274
H 2.6372 11.2646 -5.6491 0.0695 0.2051 -0.2055 0.342
C -3.3037 -12.3688 -6.4655 -0.1651 -0.2273 -0.2380 -1.395
C -3.4206 -11.8327 -5.0413 0.4267 0.2315 -0.1374 0.320
C -3.4550 -10.2885 -4.9584 0.1597 -0.0367 0.2890 -0.748
O -2.1848 -9.6574 -5.1500 -0.6099 -0.1376 -0.1971 -0.228
C -1.7909 -9.5340 -6.5082 0.3347 0.0696 0.2964 -0.816
N -2.3264 -12.3898 -4.2320 -0.0251 0.3058 0.1471 -0.749
H -2.2897 -12.2884 -6.8693 -0.1280 0.0600 0.1493 0.279
H -3.5721 -13.4315 -6.4939 0.0826 0.1814 0.0670 0.359
H -3.9827 -11.8384 -7.1420 0.0822 -0.0362 0.0577 0.335
H -4.3700 -12.2022 -4.6349 0.0883 0.1341 0.0600 0.396
H -3.7707 -10.0123 -3.9456 0.1716 -0.0031 -0.0763 0.343
H -4.2023 -9.8657 -5.6406 0.0695 -0.0377 -0.1536 0.409
H -2.6421 -9.3540 -7.1712 -0.0258 -0.0881 0.0245 0.359
H -1.2440 -10.4267 -6.8189 -0.0918 -0.0026 -0.2386 0.263
H -1.1039 -8.6867 -6.5878 -0.1284 -0.0362 0.1284 0.227
H -2.4668 -12.1144 -3.2595 0.0027 -0.1422 -0.1298 0.287
H -1.4694 -11.8985 -4.5005 -0.2188 -0.1834 0.0217 0.339
```
Forces are in eV/Å.